Density functional theory data (ωB97M-V/def2-TZVPD) for C8H48B8Ca3O2 as an isolated structure in a non-equilibrium geometry.

Its strongest force on any atom is 4.0 eV/Å. The energy above the lowest of the compared OMol25 structures with the same formula, charge and spin comes out at 2.992 eV. The charge is -2. The gap between HOMO and LUMO is 0.18887 Ha.

Element x y z (Å)
H 4.754054 -2.389501 2.336936
H 0.157125 -0.098100 -0.303630
H 2.437685 -1.448532 -2.245715
H -3.583059 1.461802 -3.552470
C -4.012197 0.514875 -1.701861
H 4.001914 -0.630826 -3.007517
H 0.932064 3.645796 0.594899
H 4.310832 1.520039 1.208744
H -0.826228 -2.214705 -1.239778
H -1.079958 2.244155 3.093366
H -2.557321 -0.582986 -0.337394
H 0.818940 2.031216 1.492347
C -2.629261 0.127833 -1.161894
C -2.021946 2.106669 2.567818
H 2.648070 -4.281539 2.131147
H 4.954312 2.022793 -0.476879
Ca 0.419828 -0.578404 -2.413001
H 0.416831 2.883005 -3.235701
B 1.711258 -3.770010 2.582975
H -4.806807 -0.160706 -1.374857
H -1.919027 2.349451 1.510376
H -4.478536 0.109859 3.408021
H 1.914711 -0.507928 -0.067209
B 4.104091 -1.453200 2.138774
H 2.695456 0.375501 -2.117767
B 4.651771 1.136361 0.203375
Ca 0.728558 -3.901866 0.288035
H 0.837371 -4.386851 2.262143
H -2.949281 2.914953 4.333348
C -3.859041 0.466849 -3.202771
H 0.746148 -2.955270 -1.542806
H -0.498089 -2.832821 -2.960218
C -4.060196 0.798219 2.669829
O -4.329045 2.174784 2.969861
H -3.161963 3.903895 2.854022
H -2.116028 -0.098497 2.132901
H 1.648368 2.086075 -0.140819
B 0.106744 1.894631 -2.724784
H 4.748956 -0.538504 2.442501
H -4.422255 0.564527 1.667851
B 2.887536 -0.541780 -2.729612
C -3.133938 2.890363 3.253290
H 3.177629 -1.451896 2.777453
H 3.813964 -1.363730 1.055107
H -2.068572 1.016722 -0.865930
B -0.306477 -2.976219 -1.862572
H 3.784691 0.536485 -0.201643
H -0.653482 -4.006171 -1.520166
B 1.473629 2.649120 0.815828
H 1.482678 -2.753520 2.145693
H 0.718723 -0.423063 1.382616
H -0.466099 1.260774 -3.442364
H -2.155925 0.450172 3.755815
H -4.778219 0.150815 -3.699232
O -1.861312 -0.377698 -2.297325
H 1.062270 1.380698 -2.455684
H -0.509793 2.076283 -1.762301
H 2.479330 2.856971 1.272588
H 5.555034 0.447768 0.418595
H 1.759866 -3.727713 3.731091
H 0.662270 -1.829201 0.210447
C -2.547826 0.683920 2.759298
H 2.293419 -0.379261 -3.672361
H -4.234172 1.507906 -1.309982
Ca 2.520779 0.683801 1.802942
H -3.190956 -1.574251 -3.236508
H -2.302290 -0.398148 -4.342935
C -2.771001 -0.572685 -3.374226
B 0.873385 -0.719531 0.309868

Atoms 1-6, force components in eV/Å:
0.62 -1.39 0.33
-1.76 1.00 -0.97
-0.71 -2.59 1.38
0.31 -0.21 -0.29
-0.07 -0.13 1.09
1.36 -0.37 -0.25